{
  "formula": "C29H31N4O3Tl",
  "method": "ωB97M-V/def2-TZVPD",
  "species": ["Tl", "C", "O", "C", "C", "C", "C", "C", "C", "N", "N", "C", "O", "C", "C", "C", "C", "C", "C", "C", "O", "H", "H", "H", "H", "H", "H", "H", "H", "H", "H", "H", "H", "N", "C", "C", "C", "C", "N", "H", "H", "H", "H", "H", "H", "H", "H", "H", "H", "H", "H", "C", "C", "C", "C", "C", "C", "C", "C", "C", "C", "H", "H", "H", "H", "H", "H", "H"],
  "coordinates": [[-1.4188, 0.9889, -1.8996], [-5.8246, -1.2122, -1.8165], [-5.2485, -2.4518, -2.1792], [-4.0819, -2.8711, -1.5627], [-3.9650, -4.2345, -1.4052], [-2.8416, -4.8011, -0.8015], [-1.8472, -3.9601, -0.3534], [-1.9144, -2.5719, -0.5363], [-0.7463, -1.8434, -0.0340], [-0.2306, -0.7452, -0.4505], [0.9347, -0.3723, 0.2574], [0.8070, -0.2004, 1.6629], [-0.3084, 0.1897, 2.1311], [1.9401, -0.4623, 2.4773], [1.8860, -0.1195, 3.8633], [2.9487, -0.3589, 4.7028], [4.1301, -0.9506, 4.2347], [4.1999, -1.2893, 2.8738], [3.1527, -1.0552, 2.0149], [-3.0418, -1.9704, -1.1655], [-3.1582, -0.6996, -1.3564], [-6.8232, -1.2209, -2.2597], [-5.2504, -0.3654, -2.1835], [-5.9140, -1.1192, -0.7293], [-4.7860, -4.8518, -1.7536], [-2.7627, -5.8734, -0.6772], [-0.9719, -4.3678, 0.1403], [-0.2014, -2.3628, 0.7601], [0.9713, 0.3238, 4.2341], [2.8655, -0.0851, 5.7513], [4.9687, -1.1277, 4.8975], [5.1026, -1.7479, 2.4814], [3.2483, -1.3284, 0.9715], [-2.4196, 1.3339, 0.5433], [-3.2164, 2.2940, 1.2915], [-2.4113, 3.4481, 1.8781], [-1.5417, 4.2129, 0.8781], [-0.1092, 3.6693, 0.7215], [0.2671, 3.4974, -0.6800], [-2.9860, 0.5254, 0.2945], [-1.6389, 0.9601, 1.1067], [-3.7473, 1.8083, 2.1259], [-3.9911, 2.7005, 0.6291], [-1.7861, 3.0730, 2.6952], [-3.1322, 4.1368, 2.3336], [-1.4987, 5.2608, 1.1943], [-2.0126, 4.2015, -0.1093], [-0.0161, 2.7011, 1.2196], [0.5817, 4.3506, 1.2361], [0.9569, 2.7543, -0.7666], [0.7243, 4.3218, -1.0499], [3.3761, -1.4423, -4.1740], [2.4836, -2.1617, -3.3997], [2.0213, -1.6339, -2.1865], [2.4197, -0.3634, -1.7244], [1.9413, 0.2438, -0.5226], [2.5609, 1.4151, -0.0334], [3.5260, 2.0693, -0.7656], [3.9152, 1.5824, -2.0214], [3.3946, 0.3620, -2.5044], [3.8331, -0.2018, -3.7265], [3.7308, -1.8455, -5.1178], [2.1328, -3.1350, -3.7239], [1.3257, -2.2215, -1.6052], [2.2830, 1.7825, 0.9485], [3.9797, 2.9687, -0.3610], [4.6776, 2.0911, -2.6025], [4.5574, 0.3583, -4.3115]],
  "gap_ev": [2.74, 3.37],
  "max_force_ev_per_a": 0.548,
  "multiplicity": 1,
  "total_charge": -2,
  "e_homo_ev": [1.53, 0.88],
  "relative_energy_ev": 0.814,
  "e_lumo_ev": [4.3, 4.3]
}

---

{
  "formula": "C3H4CrO2",
  "method": "ωB97M-V/def2-TZVPD",
  "species": ["H", "O", "O", "C", "C", "C", "H", "H", "H", "Cr"],
  "coordinates": [[1.6615, 1.7660, 0.4871], [0.1148, -1.2848, 0.4703], [2.2033, -1.3478, -0.4196], [-0.0699, -0.0105, 0.0531], [-1.4663, 0.3841, 0.1030], [1.2776, -1.8627, 0.1093], [-1.5187, 1.4247, 0.4619], [-1.7867, 0.4567, -0.9569], [-2.1309, -0.3126, 0.6270], [1.7153, 0.7869, -0.9353]],
  "s_squared": 6.352,
  "gap_ev": [7.82, 9.72],
  "max_force_ev_per_a": 1.457,
  "multiplicity": 5,
  "total_charge": 2,
  "e_homo_ev": [-20.78, -21.63],
  "relative_energy_ev": 4.569,
  "e_lumo_ev": [-13.0, -11.9]
}

---

{
  "formula": "C3H7NO2",
  "method": "ωB97M-V/def2-TZVPD",
  "species": ["C", "C", "O", "C", "N", "O", "H", "H", "H", "H", "H", "H", "H"],
  "coordinates": [[0.6491, 1.6121, -0.2312], [-0.0726, 0.6019, -1.1038], [0.1133, -0.7202, -0.5795], [-0.6512, -1.0170, 0.4942], [-0.2456, -2.2047, 1.0378], [-1.5680, -0.3392, 0.9069], [1.7177, 1.3817, -0.1638], [0.2182, 1.6008, 0.7706], [0.5426, 2.6241, -0.6310], [-1.1417, 0.8235, -1.1705], [0.3484, 0.5607, -2.1094], [-0.5905, -2.3873, 1.9662], [0.6803, -2.5363, 0.8135]],
  "gap_ev": 11.35,
  "max_force_ev_per_a": 0.490,
  "smiles": "CCOC(N)=O",
  "multiplicity": 1,
  "total_charge": 0,
  "e_homo_ev": -10.42,
  "relative_energy_ev": 0.144,
  "e_lumo_ev": 0.9
}